A) DFT (ωB97M-V with the def2-TZVPD basis set) results for C3H6O3 as an isolated structure.

Properties
- E_HOMO: -10.09 eV
- Kohn-Sham gap: 11.015 eV

Last column: Mulliken charge in e.
Cartesian coordinates (Å):
O (-0.66081, 1.15763, -0.21819)  -0.319
O (-1.63710, -0.90415, -0.68239)  -0.591
O (0.58275, -0.86632, -0.81064)  -0.626
C (-0.98347, 0.15860, -1.05450)  0.285
C (1.13466, -0.24190, 0.32402)  -0.270
C (0.01793, 0.63499, 0.93756)  -0.447
H (1.48357, -0.98082, 1.05815)  0.261
H (1.99068, 0.37868, 0.02122)  0.287
H (-0.57445, -1.39791, -0.54406)  0.429
H (0.38258, 1.49034, 1.51272)  0.331
H (-1.05639, 0.52791, -2.08482)  0.370
H (-0.67993, 0.04295, 1.54092)  0.289

***

B) DFT (ωB97M-V with the def2-TZVPD basis set) results for C3H6O3 as an isolated structure.

Properties
- E_HOMO: -9.44 eV
- Kohn-Sham gap: 9.916 eV

Last column: Mulliken charge in e.
Cartesian coordinates (Å):
O (-1.64052, 0.77516, -0.35363)  -0.514
O (0.68007, -0.29815, -1.31302)  -0.599
O (1.77192, 1.21299, 0.43310)  -0.379
C (-1.22260, -0.48361, 0.11058)  -0.589
C (0.94006, 0.36899, 0.98575)  -0.525
C (0.30022, -0.58649, 0.00886)  0.312
H (0.62558, -1.59650, 0.31092)  0.305
H (-1.67404, -1.30389, -0.46718)  0.279
H (-1.53755, -0.57704, 1.15393)  0.364
H (-1.20926, 0.87942, -1.21548)  0.348
H (1.38406, 0.37455, -1.26066)  0.316
H (1.61057, 1.26039, 1.58142)  0.682

***

C) DFT (ωB97M-V with the def2-TZVPD basis set) results for C3H6O3 in the gas phase.

Properties
- SMILES: CC(O)(O)C=O
- E_HOMO: -10.23 eV
- Kohn-Sham gap: 10.604 eV

Last column: Mulliken charge in e.
Cartesian coordinates (Å):
O (-1.70413, -0.19039, -0.35825)  -0.604
O (0.33063, 0.01550, 2.28074)  -0.475
O (0.39783, -1.34974, -0.87417)  -0.494
C (0.02668, -0.29045, -0.11023)  0.836
C (0.03409, -0.74186, 1.36072)  -0.073
C (0.62405, 1.04005, -0.41881)  -1.033
H (-0.04847, -1.88648, 1.49645)  0.292
H (0.00110, 1.90708, -0.10048)  0.266
H (1.70960, 1.02474, -0.19432)  0.287
H (-0.07470, -1.38110, -1.65520)  0.349
H (0.62584, 1.17830, -1.54535)  0.345
H (-1.92251, 0.67435, 0.11891)  0.305

***

Tell me which of them is the least stable. Sure, it is B).